105
Properties=species:S:1:pos:R:3:lowdin_spin:R:1 method="wB97M-V/def2-TZVPD" charge=+2 spin_multiplicity=2 e_homo_ev="-12.033 / -12.030" orbital_gap_ev="2.83 / 2.08"
Cd -0.600 -3.685 -1.740 -0.0001
C -0.422 -0.749 0.035 0.0005
O -0.152 -1.868 -0.828 0.0002
H -0.325 -0.927 1.106 0.0000
H 0.216 0.075 -0.284 0.0000
H -1.476 -0.528 -0.128 0.0003
C -1.629 3.823 2.704 0.0000
O -0.269 3.589 2.430 0.0000
C 0.318 2.387 2.971 0.0000
C 1.793 2.444 2.546 0.0000
N 2.699 1.478 3.190 0.0000
C 2.341 0.102 2.797 0.0000
C 3.521 -0.915 2.959 0.0000
O 4.208 -1.018 1.697 0.0000
C 3.536 -1.592 0.588 0.0000
H -2.031 4.615 2.073 0.0000
H -1.843 3.944 3.766 0.0000
H -2.184 2.904 2.515 0.0000
H -0.108 1.530 2.449 0.0000
H 0.129 2.351 4.044 0.0000
H 2.250 3.406 2.779 0.0000
H 1.800 2.358 1.460 0.0000
H 3.651 1.705 2.938 0.0000
H 2.039 0.155 1.751 0.0000
H 1.462 -0.252 3.336 0.0000
H 3.253 -1.939 3.219 0.0000
H 4.219 -0.626 3.745 0.0000
H 2.510 -1.935 0.717 0.0000
H 4.139 -2.390 0.156 0.0000
H 3.452 -0.900 -0.250 0.0000
C 0.166 -3.384 2.974 0.0000
O 0.800 -4.555 2.472 0.0000
C 0.664 -5.756 3.266 0.0000
C 1.594 -6.839 2.674 0.0000
N 3.031 -6.586 2.814 0.0000
C 3.532 -5.249 2.452 0.0000
C 4.963 -4.934 2.732 0.0000
O 5.240 -4.922 4.127 0.0000
C 6.533 -5.301 4.394 0.0000
H 0.581 -3.118 3.947 0.0000
H -0.920 -3.403 3.056 0.0000
H 0.409 -2.605 2.252 0.0000
H -0.372 -6.089 3.216 0.0000
H 1.023 -5.488 4.260 0.0000
H 1.309 -7.035 1.640 0.0000
H 1.361 -7.752 3.221 0.0000
H 3.169 -6.722 3.806 0.0000
H 3.109 -4.469 3.086 0.0000
H 3.328 -5.036 1.403 0.0000
H 5.189 -3.948 2.325 0.0000
H 5.545 -5.629 2.127 0.0000
H 6.750 -5.169 5.454 0.0000
H 7.183 -4.533 3.975 0.0000
H 6.913 -6.290 4.134 0.0000
C -3.154 2.910 -1.240 0.0020
O -2.160 3.601 -1.873 0.0029
C -0.842 3.028 -1.708 0.0002
C 0.201 4.021 -2.058 0.0001
N 0.333 4.202 -3.498 0.0003
C 1.330 5.287 -3.750 0.0000
C 1.527 5.689 -5.188 0.0000
O 0.395 6.429 -5.544 0.0000
C 0.705 7.407 -6.612 0.0000
H -3.134 1.874 -1.578 0.0013
H -4.063 3.487 -1.414 0.0001
H -2.902 2.962 -0.181 0.0001
H -0.682 2.119 -2.288 0.0001
H -0.641 2.736 -0.677 0.0000
H 1.120 3.733 -1.548 0.0000
H -0.084 5.026 -1.744 0.0000
H -0.549 4.372 -3.960 0.0000
H 2.250 4.966 -3.262 0.0000
H 1.088 6.173 -3.163 0.0000
H 1.720 4.844 -5.849 0.0000
H 2.444 6.275 -5.254 0.0000
H -0.129 7.744 -7.227 0.0000
H 1.418 6.999 -7.328 0.0000
H 1.161 8.299 -6.183 0.0000
C -5.398 2.047 1.707 0.0005
O -5.152 1.327 0.527 0.0030
C -4.766 -0.076 0.679 0.0153
C -4.576 -0.694 -0.764 0.0959
N -5.767 -0.562 -1.634 0.6560
C -5.575 -1.160 -3.006 0.0457
C -4.610 -0.370 -3.864 0.0418
O -3.233 -0.629 -3.565 0.0344
C -2.279 0.213 -4.093 0.0029
H -5.940 1.455 2.445 0.0001
H -6.050 2.896 1.501 0.0000
H -4.467 2.398 2.153 0.0000
H -5.575 -0.582 1.207 0.0031
H -3.866 -0.118 1.292 -0.0006
H -4.269 -1.740 -0.766 0.0025
H -3.827 -0.149 -1.338 0.0484
H -5.910 0.427 -1.781 0.0186
H -6.563 -1.195 -3.466 0.0085
H -5.074 -2.124 -2.911 -0.0005
H -5.026 0.637 -3.827 0.0016
H -4.795 -0.430 -4.936 0.0129
H -2.362 -0.047 -5.149 0.0013
H -1.270 -0.029 -3.759 -0.0001
H -2.528 1.271 -4.019 0.0005
O 0.983 -3.250 -3.137 0.0000
H 1.268 -3.836 -3.839 0.0000
H 1.675 -2.591 -3.080 0.0000